(1)
21
Properties=species:S:1:pos:R:3:forces:R:3:nbo_charge:R:1 method="wB97M-V/def2-TZVPD" e_tot_ha=-365.7223 e_lumo_ev=-4.9682 max_force_ev_per_a=5.6 multiplicity=1 total_charge=+1 de_lowest_kj_mol=284.8
C 2.385427 0.046834 0.597475 0.104 5.012 1.544 -0.62
C 1.414920 0.611435 -0.424844 -0.597 -0.316 -0.156 -0.42
C -0.045755 0.714414 0.027495 1.666 2.071 2.122 -0.25
C -1.767894 -0.857825 -0.064534 3.997 0.573 0.171 0.16
N -0.494872 -0.692230 0.280346 -4.879 2.023 -1.751 -0.41
H 3.346714 0.379615 0.257022 0.779 -0.470 -0.282 0.25
H 2.363625 -0.955200 0.692366 0.003 -3.417 0.568 0.19
H 2.355953 0.607015 1.617954 -0.460 -1.199 -1.495 0.22
H 1.344004 -0.136126 -1.228859 0.590 0.634 -0.477 0.20
H 1.819948 1.583615 -0.751882 -0.617 -0.462 -0.219 0.25
H -0.681114 1.259767 -0.720716 0.472 -1.192 0.586 0.22
H -0.124445 1.405771 0.982256 0.040 -1.923 -1.701 0.28
H -2.300785 -0.017469 -0.492033 0.038 0.136 0.506 0.22
H -2.169298 -1.805625 -0.183516 -0.767 -1.737 0.392 0.23
H 0.145942 -1.442290 0.526649 -0.181 0.105 0.073 0.45
H -1.451131 -3.949701 -1.833267 -0.387 -0.928 -0.058 0.50
H -0.937830 -3.682507 -0.341872 -0.269 -0.870 -0.439 0.48
O -0.987122 -3.367988 -1.249200 0.693 1.516 0.545 -0.97
H -1.230926 3.794324 1.498785 -0.550 1.043 -0.113 0.51
H -1.724834 3.347467 0.009920 -0.825 1.291 -0.526 0.49
O -1.260528 3.156705 0.800456 1.151 -1.891 0.710 -0.98

(2)
110
Properties=species:S:1:pos:R:3:forces:R:3:lowdin_charge:R:1 method="wB97M-V/def2-TZVPD" e_tot_ha=-4672.8859 e_lumo_ev=0.3764 max_force_ev_per_a=1.6 multiplicity=1 total_charge=0
Ir -0.839056 0.061588 0.361313 -0.813 -0.604 0.150 0.80
C -1.622084 -3.960577 -2.842922 -0.050 -0.036 0.044 -0.09
C -2.118017 -2.646658 -2.224771 -0.130 0.259 0.036 -0.64
C -3.638845 -2.699881 -2.025444 0.030 -0.025 -0.017 -0.09
C -1.836552 -1.560791 -3.266722 -0.021 -0.003 -0.025 -0.09
P -1.258595 -2.153470 -0.598117 0.868 0.008 0.103 1.07
C 0.503361 -2.695053 -0.952735 -0.147 -0.027 -0.057 -0.25
N 1.118134 -1.505082 -1.479222 0.370 -0.004 0.440 -0.04
B 0.730443 -0.225251 -0.915345 -0.714 0.000 -1.486 -0.68
N 1.277126 0.733440 -1.858673 0.151 -0.053 0.475 -0.03
C 0.958284 2.116814 -1.684648 -0.143 0.099 -0.176 -0.24
P -0.597888 2.102130 -0.605860 1.009 -0.068 -0.131 0.98
C -0.116140 3.455063 0.613894 -0.291 0.021 -0.025 -0.67
C -1.241785 3.700493 1.624620 0.113 -0.007 0.067 -0.09
C 1.095081 2.939582 1.388337 0.148 0.024 0.029 -0.10
C 0.268670 4.782192 -0.047362 -0.044 0.033 0.008 -0.08
C -1.964100 2.690408 -1.745427 -0.241 0.026 0.206 -0.66
C -3.252622 2.952919 -0.942912 0.046 0.018 0.007 -0.09
C -2.236113 1.490404 -2.644351 -0.003 0.206 0.037 -0.14
C -1.654820 3.907709 -2.618171 -0.056 -0.011 -0.013 -0.08
C 1.842996 0.078797 -2.937935 0.185 0.055 0.154 -0.17
C 2.446446 0.559880 -4.084511 -0.008 -0.029 -0.073 -0.02
C 2.924555 -0.361121 -5.019405 -0.015 0.011 0.031 -0.11
C 2.815835 -1.726271 -4.797103 -0.026 -0.006 0.034 -0.11
C 2.229404 -2.219607 -3.628826 0.010 -0.004 -0.081 -0.03
C 1.741934 -1.315297 -2.705334 0.087 -0.068 0.183 -0.19
C -1.828631 -3.350632 0.758175 -0.327 0.149 -0.139 -0.67
C -3.184915 -2.866519 1.295168 0.039 -0.041 0.002 -0.10
C -0.832824 -3.282032 1.910841 0.074 -0.140 0.036 -0.12
C -1.936173 -4.810785 0.321606 -0.062 -0.039 -0.028 -0.09
H -2.287097 -4.199872 -3.677929 0.003 0.001 0.011 0.09
H -0.621940 -3.852377 -3.260742 0.017 0.035 -0.013 0.07
H -1.625543 -4.809635 -2.169350 0.005 -0.049 0.052 0.05
H -4.121033 -2.720692 -3.007061 0.011 -0.009 0.005 0.09
H -3.960970 -3.588094 -1.483393 0.006 0.000 0.011 0.06
H -4.007464 -1.819308 -1.494303 0.008 0.016 -0.015 0.08
H -2.177350 -1.921591 -4.242113 0.020 -0.018 0.010 0.10
H -2.385676 -0.658152 -3.034604 0.061 -0.336 -0.174 0.03
H -0.777629 -1.311609 -3.352699 0.008 -0.023 0.015 0.08
H 0.940650 -2.990086 0.002762 0.121 0.033 -0.040 0.08
H 0.602102 -3.535105 -1.635055 -0.115 -0.057 -0.024 0.08
H 1.730378 2.638791 -1.118469 0.046 0.042 -0.136 0.07
H 0.849157 2.641148 -2.635366 -0.143 -0.047 -0.040 0.09
H -1.509269 2.775128 2.137911 -0.002 0.022 -0.016 0.04
H -0.889481 4.409350 2.379613 0.002 -0.022 0.013 0.09
H -2.136125 4.117645 1.168053 -0.003 0.036 -0.027 0.06
H 0.879607 1.983835 1.855856 -0.015 -0.079 0.080 0.04
H 1.982822 2.817074 0.764565 -0.017 0.036 0.047 0.08
H 1.335319 3.664403 2.169798 0.018 -0.032 0.050 0.09
H -0.589776 5.300573 -0.465665 -0.036 0.027 0.023 0.06
H 0.695247 5.434961 0.719321 0.013 -0.005 -0.016 0.09
H 1.017512 4.667376 -0.832270 -0.003 -0.011 -0.015 0.08
H -3.370733 2.250459 -0.114385 0.012 -0.030 -0.039 0.07
H -3.283776 3.965198 -0.541778 0.018 0.002 0.014 0.07
H -4.115367 2.834059 -1.603970 0.009 0.040 -0.014 0.09
H -2.582179 0.670392 -2.019775 -0.015 0.136 0.041 0.04
H -3.015406 1.746673 -3.368834 0.009 -0.006 -0.006 0.10
H -1.352028 1.152760 -3.190947 0.006 0.074 0.058 0.09
H -1.589607 4.830937 -2.051441 -0.007 0.022 0.020 0.06
H -0.742869 3.799577 -3.203013 0.021 -0.046 -0.010 0.07
H -2.479486 4.021151 -3.327664 0.005 0.027 -0.006 0.09
H 2.541166 1.624672 -4.258994 0.012 0.000 0.018 0.10
H 3.397121 -0.002068 -5.924357 -0.018 -0.001 -0.009 0.09
H 3.199116 -2.421221 -5.532796 -0.005 0.000 -0.001 0.09
H 2.160185 -3.286952 -3.455229 0.015 0.005 0.012 0.10
H -3.107006 -1.834219 1.639172 0.012 -0.007 -0.027 0.04
H -3.981529 -2.922381 0.556116 -0.006 -0.016 -0.003 0.06
H -3.471443 -3.491291 2.146176 0.001 -0.002 -0.007 0.09
H -0.552925 -2.259922 2.128680 0.018 0.089 0.027 0.00
H -1.301412 -3.695434 2.809120 0.024 -0.020 -0.014 0.10
H 0.072951 -3.859671 1.718991 0.002 0.012 -0.007 0.08
H -2.733576 -4.980656 -0.399246 -0.021 -0.009 -0.013 0.06
H -0.999781 -5.183268 -0.097937 0.013 0.004 0.016 0.08
H -2.161894 -5.414561 1.205230 0.007 -0.002 -0.007 0.09
C -1.404636 0.220462 2.179024 -0.240 0.325 0.370 -0.44
Ge -0.686160 0.086902 3.991584 -0.009 -0.068 -0.067 0.91
C -2.143456 -0.330113 5.222810 -0.168 -0.074 0.055 -0.27
C -2.061159 -0.034971 6.585022 0.019 -0.042 -0.026 -0.12
C -3.119719 -0.306212 7.442110 0.021 -0.007 -0.013 -0.09
C -4.284403 -0.876001 6.947905 -0.019 0.001 0.005 -0.10
C -4.382255 -1.184371 5.598686 0.027 0.005 -0.013 -0.09
C -3.318759 -0.914003 4.746928 0.019 -0.008 0.078 -0.10
C 0.716483 -1.257582 4.149148 0.177 -0.049 -0.054 -0.30
C 1.652463 -1.431584 3.128676 0.038 0.071 0.023 -0.14
C 2.713352 -2.314323 3.274204 -0.020 0.012 -0.003 -0.08
C 2.854463 -3.036423 4.451983 -0.006 -0.014 0.010 -0.09
C 1.935078 -2.870115 5.477774 -0.004 -0.003 0.002 -0.09
C 0.873056 -1.986102 5.326432 0.019 -0.044 -0.070 -0.09
C 0.146544 1.718521 4.675321 0.036 0.194 -0.045 -0.28
C -0.618863 2.728644 5.257508 0.017 0.074 -0.090 -0.12
C -0.022655 3.881114 5.755168 -0.024 -0.046 0.002 -0.09
C 1.354578 4.034870 5.684051 0.017 0.004 -0.004 -0.09
C 2.131523 3.033968 5.116566 -0.018 0.036 -0.008 -0.09
C 1.529821 1.888978 4.614105 -0.023 -0.043 0.085 -0.11
H -2.448921 0.576391 2.280937 0.043 0.074 0.156 -0.05
H -1.161132 0.419561 6.985417 -0.006 0.021 -0.010 0.10
H -3.036490 -0.068546 8.495381 -0.002 0.006 -0.003 0.10
H -5.115611 -1.075404 7.612487 0.006 -0.014 0.001 0.10
H -5.289070 -1.629530 5.208095 0.006 -0.009 0.000 0.10
H -3.409258 -1.165867 3.696376 -0.009 0.044 0.005 0.07
H 1.545394 -0.873431 2.200522 -0.024 -0.022 -0.013 0.09
H 3.429099 -2.438557 2.470324 -0.003 0.005 0.003 0.10
H 3.678912 -3.728584 4.568391 0.005 0.006 0.009 0.10
H 2.046101 -3.426920 6.399949 -0.011 -0.017 -0.008 0.10
H 0.157770 -1.873908 6.133888 -0.002 0.014 0.003 0.09
H -1.696037 2.620246 5.325273 -0.005 -0.008 0.005 0.10
H -0.632738 4.652907 6.208113 -0.002 0.005 -0.015 0.10
H 1.822277 4.929488 6.075855 -0.001 -0.003 0.004 0.10
H 3.207875 3.144172 5.067537 -0.004 0.003 -0.008 0.10
H 2.152162 1.114038 4.180507 -0.006 -0.010 0.001 0.10

no.,frontier orbital gap (hartree)
1,0.370
2,0.253